{"formula": "C37H57N4O2P2PbSeTe", "method": "wB97M-V/def2-TZVPD", "elements": ["Pb", "C", "C", "O", "C", "C", "C", "N", "N", "C", "O", "C", "C", "C", "C", "C", "C", "H", "H", "H", "H", "H", "H", "H", "H", "H", "H", "H", "H", "C", "P", "C", "C", "C", "C", "C", "C", "C", "P", "C", "C", "H", "H", "H", "H", "H", "H", "H", "H", "H", "H", "H", "H", "H", "H", "H", "H", "N", "C", "C", "C", "C", "N", "H", "H", "H", "H", "H", "H", "H", "H", "H", "H", "H", "H", "C", "Te", "C", "H", "H", "H", "H", "H", "H", "C", "C", "C", "C", "C", "C", "Se", "C", "C", "C", "H", "H", "H", "H", "H", "H", "H", "H", "H", "H", "H"], "xyz": [[0.435499, -0.475535, 0.222131], [0.915092, -1.682422, 4.674838], [0.411497, -1.753727, 3.245598], [0.969537, -0.915579, 2.448585], [-0.569730, -2.676972, 2.957325], [-1.106543, -3.034067, 1.683342], [-2.050791, -4.204948, 1.610370], [-0.786842, -2.422645, 0.582642], [-1.268606, -2.946889, -0.608141], [-0.462537, -2.704859, -1.608498], [0.686049, -2.125606, -1.530426], [-0.930152, -3.125047, -2.959262], [-2.289394, -3.126901, -3.261042], [-2.717614, -3.367673, -4.555506], [-1.795155, -3.633451, -5.559016], [-0.440989, -3.657929, -5.258934], [-0.011542, -3.398624, -3.966098], [1.060458, -0.636186, 4.947107], [0.217891, -2.146229, 5.370788], [1.881343, -2.185955, 4.754205], [-0.917580, -3.276032, 3.787972], [-2.335536, -4.544185, 2.604607], [-2.936103, -3.912506, 1.045934], [-1.586757, -5.025327, 1.061908], [-2.990536, -2.911918, -2.467459], [-3.772620, -3.322083, -4.796558], [-2.130070, -3.820454, -6.572031], [0.283252, -3.857491, -6.039954], [1.044368, -3.408423, -3.724636], [4.593480, 1.322807, 2.170351], [2.959737, 1.126860, 1.310246], [1.951883, 2.197759, 2.418281], [3.278643, 2.269783, -0.105966], [3.608695, 3.612064, 0.072500], [3.904447, 4.420810, -1.011043], [3.865697, 3.896411, -2.295431], [3.519171, 2.569982, -2.490092], [3.221229, 1.741617, -1.408519], [2.736886, -0.029069, -1.619801], [4.426385, -0.737430, -1.868760], [2.086065, -0.075593, -3.325306], [4.849349, 2.374502, 2.301666], [5.379298, 0.836243, 1.592175], [4.516294, 0.838993, 3.145308], [2.510605, 3.053041, 2.802279], [1.613760, 1.569552, 3.242573], [1.067887, 2.534895, 1.874429], [3.629546, 4.033294, 1.071258], [4.170216, 5.459418, -0.855830], [4.106385, 4.522043, -3.145997], [3.473551, 2.176137, -3.496842], [4.999877, -0.136672, -2.575759], [4.309749, -1.751469, -2.253056], [4.949584, -0.773856, -0.912609], [2.784255, 0.318368, -4.065238], [1.132985, 0.461893, -3.354642], [1.861459, -1.118197, -3.540761], [-2.835173, 1.511852, 0.445087], [-3.633491, 2.559509, -0.208112], [-3.106156, 3.972825, 0.077589], [-1.963824, 4.472968, -0.827990], [-0.541464, 4.054536, -0.453927], [-0.302389, 2.634149, -0.716288], [-1.897044, 1.554368, 0.048300], [-3.201605, 0.605743, 0.160227], [-4.650293, 2.487042, 0.189507], [-3.681308, 2.401821, -1.292557], [-2.798564, 4.021695, 1.125725], [-3.945599, 4.659929, -0.058717], [-1.985245, 5.566300, -0.821969], [-2.155146, 4.144558, -1.855844], [-0.370613, 4.255421, 0.611486], [0.155350, 4.685760, -1.021774], [0.685427, 2.476010, -0.875777], [-0.779401, 2.363844, -1.583768], [-1.052961, 1.955439, 5.109209], [-1.818053, 1.718711, 3.070135], [-3.289227, 0.297388, 3.709695], [-1.818944, 2.344489, 5.779149], [-0.231536, 2.672677, 5.075122], [-0.674970, 1.013988, 5.509128], [-2.843917, -0.366573, 4.446755], [-3.582330, -0.278314, 2.834530], [-4.162662, 0.790015, 4.130497], [-4.417771, 1.259390, -8.629791], [-3.790257, 0.993282, -7.284513], [-2.428154, 0.768803, -7.150102], [-1.828702, 0.604601, -5.904953], [-0.352041, 0.351540, -5.815695], [-2.614443, 0.680352, -4.741986], [-1.793507, 0.632567, -3.022982], [-4.008974, 0.823840, -4.866450], [-4.908383, 0.818067, -3.663418], [-4.563075, 0.989042, -6.131195], [-3.682969, 1.165602, -9.430131], [-4.829368, 2.271334, -8.667632], [-5.236885, 0.565256, -8.832604], [-1.803986, 0.726178, -8.039176], [0.090075, 0.234056, -6.808168], [-0.168596, -0.550245, -5.227320], [0.140399, 1.178920, -5.299602], [-4.532905, 0.116529, -2.918856], [-5.929238, 0.542164, -3.938522], [-4.927578, 1.803538, -3.190161], [-5.638322, 1.131375, -6.216297]], "forces_ev_per_a": [[-0.5, -0.1, -0.1], [0.0, 0.0, -0.1], [-0.1, 0.1, 0.2], [0.1, -0.4, -0.1], [0.0, 0.0, 0.2], [-0.1, 0.0, -0.3], [0.0, 0.0, 0.0], [0.3, 0.0, 0.2], [-0.3, -0.1, -0.2], [0.1, -0.1, 0.2], [-0.1, 0.1, 0.3], [-0.1, 0.1, -0.1], [0.0, 0.0, 0.0], [0.0, 0.0, 0.0], [0.0, 0.0, 0.0], [0.0, 0.0, 0.0], [0.1, 0.0, 0.1], [0.0, 0.0, 0.0], [0.0, 0.0, 0.0], [0.0, 0.0, 0.0], [0.0, 0.0, 0.0], [0.0, 0.0, 0.0], [0.0, -0.1, 0.0], [0.0, 0.0, 0.0], [0.0, 0.1, 0.0], [0.0, 0.0, 0.0], [0.0, 0.1, 0.0], [0.0, 0.0, 0.0], [0.0, 0.1, 0.0], [-0.2, -0.2, -0.1], [0.5, 0.6, 0.3], [0.0, -0.1, -0.1], [-0.1, -0.2, -0.1], [0.0, 0.0, 0.0], [0.0, 0.1, 0.0], [0.0, 0.0, 0.0], [0.0, 0.0, 0.0], [-0.1, 0.0, 0.2], [0.6, 0.2, -0.6], [-0.3, 0.0, 0.1], [0.1, 0.1, 0.2], [0.0, 0.0, 0.0], [0.0, 0.0, 0.0], [0.1, 0.0, 0.0], [0.0, 0.0, 0.0], [0.0, 0.0, 0.0], [0.0, 0.0, 0.0], [0.0, 0.0, 0.0], [0.0, 0.0, 0.0], [0.0, 0.0, 0.0], [0.0, 0.0, 0.0], [0.0, 0.0, 0.0], [0.1, 0.0, 0.0], [0.0, 0.0, 0.0], [0.0, 0.0, 0.0], [0.0, 0.0, 0.0], [0.0, 0.0, 0.0], [-0.2, -0.2, -0.2], [0.0, 0.1, 0.1], [0.2, -0.2, -0.2], [0.0, -0.2, 0.2], [-0.1, 0.0, 0.0], [-0.1, 0.1, -0.1], [0.0, 0.0, 0.1], [0.0, 0.1, -0.1], [0.0, 0.0, 0.0], [0.0, 0.0, 0.0], [-0.1, 0.1, 0.0], [0.0, 0.0, 0.1], [0.0, 0.0, 0.0], [0.0, 0.1, 0.0], [0.0, 0.0, 0.0], [0.0, 0.0, 0.0], [0.1, 0.0, 0.0], [0.2, 0.0, 0.0], [0.0, -0.2, -0.1], [0.1, 0.2, 0.7], [0.0, 0.1, -0.2], [0.0, 0.0, -0.1], [0.0, 0.0, -0.1], [0.0, 0.0, -0.1], [0.1, 0.0, -0.1], [0.0, 0.0, 0.0], [0.0, 0.1, 0.0], [0.0, 0.0, 0.1], [0.0, 0.0, -0.1], [0.0, 0.0, 0.0], [-0.1, 0.0, -0.1], [-0.1, 0.0, 0.0], [0.1, 0.0, 0.2], [0.1, 0.0, 0.2], [0.1, 0.0, -0.2], [0.0, 0.0, 0.0], [-0.1, 0.0, 0.0], [0.0, 0.0, 0.0], [0.0, 0.0, -0.1], [0.0, 0.0, 0.0], [0.0, 0.0, 0.0], [0.0, 0.0, 0.0], [0.1, 0.0, 0.0], [0.0, 0.0, 0.0], [0.0, 0.0, 0.0], [0.0, 0.1, 0.0], [0.0, 0.0, 0.0], [0.0, 0.0, 0.0]], "homo_ev": -3.5, "e_above_lowest_kj_mol": 109.4, "total_charge": -1}